Density functional theory data (wB97M-V/def2-TZVPD) for a 2-piece molecular cluster, C21H24F5NO4Si overall in a non-equilibrium geometry.

Computed properties:
- E: -1959.16902 Ha
- Total charge: -2
- LUMO: 3.333 eV
- Strongest force on any atom: 0.0418 Eh/bohr
- HOMO: 0.183 eV

XYZ file:
```
56
C21H24F5NO4Si wB97M-V/def2-TZVPD
C 0.6314 2.3075 0.9608
C 0.0175 1.1532 1.7542
C -1.0846 0.4551 0.9375
C -0.8222 -1.0199 0.6184
C -0.8579 -1.9152 1.8731
Si 0.7946 -1.3555 -0.2781
C 0.7935 -3.2012 -0.7804
C 1.8190 -4.0513 -0.0073
C 2.1804 -5.3459 -0.7650
C 1.0723 -6.3688 -0.8257
F 0.3475 -6.3754 0.3059
F 1.6422 -7.5940 -0.9538
C 0.0665 -6.2346 -2.0281
F -1.0990 -5.7330 -1.6453
F 0.5668 -5.5180 -3.0312
F -0.1938 -7.4702 -2.5258
C 0.9397 -0.3954 -1.9042
C -0.1477 0.0192 -2.6171
C -0.0439 0.6748 -3.7978
C 1.2123 0.9077 -4.2646
C 2.2628 0.4855 -3.5107
N 2.1827 -0.1580 -2.3605
H -0.2013 2.8562 0.5351
H 1.1534 3.0095 1.5946
H 1.2255 1.9479 0.1133
H 0.7695 0.4582 2.1265
H -0.4544 1.6252 2.6101
H -2.0009 0.4907 1.5265
H -1.3120 1.0004 0.0272
H -1.6219 -1.3777 -0.0382
H -1.0240 -2.9437 1.5590
H -1.6290 -1.6046 2.5668
H 0.1065 -1.9161 2.3790
H 1.9491 -1.0533 0.5934
H -0.2080 -3.5786 -0.5892
H 0.9996 -3.2662 -1.8451
H 2.7302 -3.4864 0.1453
H 1.4187 -4.3197 0.9636
H 3.0358 -5.7968 -0.2680
H 2.5121 -5.0416 -1.7498
H -1.1318 -0.1955 -2.2247
H -0.9143 0.9795 -4.3512
H 1.3648 1.4113 -5.2007
H 3.2600 0.6946 -3.8837
C -0.5694 6.7676 1.9147
C -1.5501 7.7537 1.7628
C -2.9615 7.3610 2.2856
O -3.8981 8.1748 2.2735
C -3.1527 6.0295 2.7711
C -2.1755 5.0450 2.9056
C -0.7469 5.4767 2.4833
O 0.2107 4.6950 2.6304
O -2.3393 3.8740 3.3235
O -1.3938 8.8868 1.2645
H 0.4456 6.9760 1.5830
H -4.1766 5.7999 3.0577
```



Density functional theory data (wB97M-V/def2-TZVPD) for one molecule with the formula C21H24FN3O3.

Computed properties:
- E: -1304.52112 Ha
- Energy above the lowest of the compared OMol25 structures with the same formula, charge and spin: 98.39 kJ/mol
- Structure (SMILES): COC(=O)[C@H](Cc1ccccc1)NC(=O)N1CCN(c2ccc(F)cc2)CC1
- LUMO: 0.515 eV
- Strongest force on any atom: 0.0099 Eh/bohr
- HOMO: -7.911 eV

XYZ file:
```
52
C21H24FN3O3 wB97M-V/def2-TZVPD
C 3.3370 3.2692 -0.4608
O 2.7102 1.9993 -0.5768
C 3.0927 1.0781 0.3179
O 3.9532 1.2520 1.1340
C 2.3310 -0.2306 0.1160
C 3.1252 -1.1438 -0.8317
C 4.5111 -1.3925 -0.3049
C 4.7142 -2.2863 0.7383
C 5.9821 -2.4935 1.2494
C 7.0635 -1.8081 0.7230
C 6.8706 -0.9173 -0.3179
C 5.6011 -0.7112 -0.8275
N 0.9979 -0.0174 -0.4134
C 0.1567 0.7650 0.3605
O 0.4495 1.0991 1.4912
N -1.0172 1.1436 -0.2369
C -1.6559 0.4518 -1.3316
C -2.7362 -0.5121 -0.8125
N -3.6897 0.2351 -0.0261
C -5.0057 -0.1935 0.0819
C -5.4189 -1.4625 -0.3351
C -6.7488 -1.8351 -0.2790
C -7.6806 -0.9400 0.2073
F -8.9833 -1.3032 0.2679
C -7.3080 0.3223 0.6324
C -5.9808 0.6896 0.5626
C -3.0491 0.8971 1.0942
C -1.9813 1.8600 0.5753
H 3.0338 3.7497 0.4708
H 4.4229 3.1548 -0.4616
H 3.0075 3.8525 -1.3170
H 2.2381 -0.6961 1.1024
H 2.5804 -2.0854 -0.9299
H 3.1782 -0.6682 -1.8146
H 3.8720 -2.8218 1.1523
H 6.1268 -3.1893 2.0628
H 8.0534 -1.9663 1.1244
H 7.7100 -0.3779 -0.7318
H 5.4559 -0.0120 -1.6396
H 0.9889 0.1786 -1.4037
H -0.9325 -0.1090 -1.9206
H -2.1321 1.2027 -1.9721
H -3.2413 -0.9566 -1.6706
H -2.2505 -1.3073 -0.2232
H -4.6999 -2.1823 -0.6923
H -7.0624 -2.8164 -0.5986
H -8.0555 1.0066 1.0015
H -5.6995 1.6850 0.8684
H -3.7851 1.4370 1.6859
H -2.5593 0.1546 1.7448
H -1.4469 2.3173 1.4082
H -2.4435 2.6345 -0.0440
```



Density functional theory data (wB97M-V/def2-TZVPD) for a 3-piece molecular cluster, C21H24N2O10 overall.

Computed properties:
- E: -1676.34304 Ha
- Energy above the lowest of the compared OMol25 structures with the same formula, charge and spin: 0.00 kJ/mol
- Structure (SMILES): COCCC[C@]1(CCN)OC(=O)O[C@H]1ON=O.O=C1C=CC(=O)C=C1.O=C1C=CC(=O)C=C1
- LUMO: -1.809 eV
- Strongest force on any atom: 0.0129 Eh/bohr
- HOMO: -9.288 eV

XYZ file:
```
57
C21H24N2O10 wB97M-V/def2-TZVPD
C 6.3787 -0.0929 -0.7257
O 5.7038 1.0963 -0.3875
C 4.3206 0.9025 -0.1835
C 3.6173 2.2159 -0.4667
C 2.0955 2.2029 -0.2603
C 1.3505 0.9663 -0.7396
C 1.2752 -0.1595 0.3267
C 1.8332 -1.5477 -0.0536
N 1.2516 -2.6509 0.7029
O 1.8677 0.4796 -2.0036
C 0.8458 -0.0574 -2.7170
O 0.9736 -0.6656 -3.7204
O -0.3368 0.1951 -2.0883
C -0.0490 1.3299 -1.2359
O -0.9882 1.4786 -0.2510
N -2.3781 1.6203 -0.8284
O -2.4744 2.5816 -1.4402
H 6.1106 -0.4226 -1.7355
H 6.1578 -0.9005 -0.0185
H 7.4450 0.1141 -0.6887
H 3.9542 0.1024 -0.8321
H 4.1511 0.6013 0.8613
H 3.8732 2.5585 -1.4678
H 4.0388 2.9494 0.2231
H 1.6773 3.0739 -0.7700
H 1.8756 2.3268 0.8004
H 0.2331 -0.2862 0.6225
H 1.8098 0.1730 1.2141
H 2.9050 -1.5651 0.1414
H 1.6905 -1.7626 -1.1102
H 0.2522 -2.7065 0.5404
H 1.3916 -2.5059 1.6966
H 0.0146 2.2007 -1.9007
O -4.4845 -1.6239 -1.2414
C -5.0965 -1.2742 -2.2271
C -5.0460 0.1305 -2.7066
C -5.7205 0.5184 -3.7847
C -6.5545 -0.4387 -4.5567
O -7.1709 -0.0858 -5.5379
C -6.6033 -1.8446 -4.0786
C -5.9278 -2.2316 -3.0005
H -4.4326 0.8066 -2.1273
H -5.6992 1.5355 -4.1551
H -7.2167 -2.5215 -4.6595
H -5.9460 -3.2493 -2.6319
O 1.8980 -0.8834 3.4971
C 0.9164 -0.6120 4.1583
C 0.1136 0.6054 3.8801
C -0.9652 0.8979 4.6001
C -1.4107 0.0198 5.7136
O -2.3924 0.2873 6.3697
C -0.6061 -1.1989 5.9890
C 0.4719 -1.4916 5.2674
H 0.4535 1.2270 3.0615
H -1.5705 1.7766 4.4174
H -0.9523 -1.8222 6.8035
H 1.0750 -2.3728 5.4458
```



Density functional theory data (wB97M-V/def2-TZVPD) for C21H24N2O2PPdS3 as an isolated structure in a non-equilibrium geometry.

Computed properties:
- E: -2738.16464 Ha
- Energy above the lowest of the compared OMol25 structures with the same formula, charge and spin: 162.10 kJ/mol
- Total charge: +1
- LUMO (spin up / spin down): -5.152 / -5.153 eV
- Strongest force on any atom: 0.0426 Eh/bohr
- HOMO (spin up / spin down): -10.784 / -10.783 eV

XYZ file:
```
54
C21H24N2O2PPdS3 wB97M-V/def2-TZVPD
Pd -0.5997 -0.8688 0.5948
C 5.6640 1.4063 -4.9435
C 4.7358 1.0328 -3.8237
C 4.3125 -0.2751 -3.6415
C 3.4344 -0.6163 -2.6200
C 2.9881 0.3716 -1.7637
C 3.4095 1.6912 -1.9127
C 4.2786 2.0105 -2.9376
S 1.7773 0.0469 -0.5399
O 2.1396 0.8162 0.6369
O 1.6911 -1.4090 -0.3979
N 0.3494 0.4878 -1.1176
C -0.2743 1.5560 -0.4898
C -0.2402 2.8810 -0.9176
C -0.9247 3.8242 -0.1758
C -1.6396 3.4357 0.9593
C -1.6605 2.1073 1.3134
N -1.0078 1.1788 0.6001
H 5.8446 0.5642 -5.6093
H 6.6266 1.7404 -4.5530
H 5.2536 2.2249 -5.5352
H 4.6730 -1.0470 -4.3102
H 3.1056 -1.6370 -2.4889
H 3.0757 2.4499 -1.2185
H 4.6166 3.0335 -3.0515
H 0.3240 3.1356 -1.8012
H -0.9076 4.8646 -0.4727
H -2.1784 4.1546 1.5587
H -2.2236 1.7636 2.1706
S -1.9941 -1.4346 -1.4455
C -3.5282 -1.6568 -0.6223
C -4.7908 -1.1439 -0.8337
C -5.8002 -1.6012 0.0118
C -5.5328 -2.5383 1.0087
C -4.2457 -3.0516 1.1981
C -3.2659 -2.5695 0.3646
S -1.5067 -2.9491 0.2068
H -4.9892 -0.4299 -1.6212
H -6.8084 -1.2368 -0.1224
H -6.3364 -2.8833 1.6439
H -4.0435 -3.7970 1.9562
C 0.8590 -0.0089 3.3565
P -0.3915 -1.1309 2.7325
C 0.1501 -2.7780 3.2025
C -1.9095 -0.8081 3.6391
H 0.8585 -0.0614 4.4483
H 0.6581 1.0093 3.0257
H 1.8332 -0.2920 2.9591
H 0.3368 -2.8029 4.2773
H 1.0704 -3.0195 2.6694
H -0.6054 -3.5188 2.9449
H -1.7095 -0.8909 4.7095
H -2.6795 -1.5249 3.3548
H -2.2726 0.1942 3.4231
```



Density functional theory data (wB97M-V/def2-TZVPD) for one molecule with the formula C21H24N2O2S in a non-equilibrium geometry.

Computed properties:
- E: -1472.79530 Ha
- Energy above the lowest of the compared OMol25 structures with the same formula, charge and spin: 182.49 kJ/mol
- Structure (SMILES): S=C1N=C([C@]23C[C@H]4C[C@H](C[C@H](C4)C2)C3)C[C@@H](c2ccc3c(c2)OCO3)N1
- LUMO: -0.052 eV
- Strongest force on any atom: 0.0551 Eh/bohr
- HOMO: -7.987 eV

XYZ file:
```
50
C21H24N2O2S wB97M-V/def2-TZVPD
S 3.4574 3.6001 0.1633
C 2.0666 2.8564 -0.3242
N 2.0193 1.4841 -0.5687
C 0.8805 0.9686 -0.9676
C 0.6656 -0.5354 -1.2469
C 2.0594 -1.2471 -1.3433
C 1.9185 -2.7598 -1.5941
C 1.1765 -3.3753 -0.3920
C -0.2307 -2.7141 -0.3112
C -1.0229 -2.9078 -1.6346
C -0.2327 -2.3320 -2.8288
C 1.1299 -2.9931 -2.9025
C -0.1002 -0.8051 -2.5792
C -0.0831 -1.1993 -0.0464
C -0.3430 1.8460 -1.1340
C -0.4057 3.1150 -0.2967
C -0.8762 2.8224 1.0847
C -2.1703 3.1789 1.5038
C -2.7020 2.6917 2.7136
C -1.9909 1.8445 3.5107
C -0.6761 1.6099 3.2317
C -0.1172 2.1196 2.0592
O -0.0905 0.8643 4.1970
C -1.1802 0.5540 5.0912
O -2.3769 1.2363 4.6515
N 0.9615 3.6623 -0.2941
H 2.6048 -0.8250 -2.1696
H 2.6518 -1.1580 -0.4246
H 2.8966 -3.2184 -1.6766
H 1.7546 -3.1728 0.4960
H 1.0966 -4.4834 -0.5158
H -0.7657 -3.2050 0.4563
H -1.2093 -3.9898 -1.8297
H -1.9913 -2.4547 -1.6207
H -0.7925 -2.5450 -3.7440
H 0.9917 -4.0654 -3.0353
H 1.6985 -2.6022 -3.8016
H -1.1071 -0.3761 -2.5676
H 0.4284 -0.3393 -3.4060
H 0.5522 -1.0328 0.8044
H -1.0438 -0.7316 0.1211
H -0.3431 2.1123 -2.1806
H -1.2530 1.2380 -0.9513
H -1.0897 3.8049 -0.7860
H -2.7680 3.7948 0.8570
H -3.7430 2.8999 3.0123
H 0.9089 1.8464 1.8713
H -1.3633 -0.5514 5.1187
H -0.9425 0.8691 6.1119
H 1.0915 4.6001 0.1179
```



Density functional theory data (wB97M-V/def2-TZVPD) for one molecule with the formula C21H24N2O4.

Computed properties:
- E: -1225.15198 Ha
- Energy above the lowest of the compared OMol25 structures with the same formula, charge and spin: 121.13 kJ/mol
- Structure (SMILES): COc1ccc([C@@H]2C[C@@]3(CC(C)(C)NC(=O)N3)Oc3cc(O)ccc32)cc1
- LUMO: 0.658 eV
- Strongest force on any atom: 0.0143 Eh/bohr
- HOMO: -8.199 eV

XYZ file:
```
51
C21H24N2O4 wB97M-V/def2-TZVPD
C 5.7495 1.4820 1.5663
O 5.5025 0.9860 0.2731
C 4.2462 0.5508 -0.0247
C 4.0592 0.0614 -1.3175
C 2.8239 -0.4023 -1.7158
C 1.7377 -0.3962 -0.8462
C 0.3965 -0.9209 -1.3090
C -0.7007 0.1690 -1.2989
C -1.8320 -0.0800 -0.2864
C -3.0623 0.8030 -0.5379
C -2.8552 2.2853 -0.1844
C -2.4856 3.1144 -1.4211
C -4.1574 2.8410 0.4125
N -1.7902 2.4238 0.7975
C -1.2567 1.4336 1.5696
O -0.6595 1.6630 2.6020
N -1.4084 0.1718 1.0727
O -2.3024 -1.4101 -0.3608
C -1.3331 -2.3645 -0.1693
C -1.7269 -3.5576 0.4247
C -0.7971 -4.5595 0.6548
O -1.1426 -5.7434 1.2259
C 0.5355 -4.3534 0.3072
C 0.9107 -3.1696 -0.2914
C -0.0100 -2.1601 -0.5471
C 1.9330 0.0909 0.4372
C 3.1669 0.5623 0.8506
H 6.8010 1.7647 1.5776
H 5.5721 0.7182 2.3304
H 5.1358 2.3620 1.7840
H 4.9009 0.0556 -1.9920
H 2.7021 -0.7783 -2.7220
H 0.5263 -1.2385 -2.3521
H -1.1561 0.2275 -2.2886
H -0.2465 1.1330 -1.0676
H -3.8517 0.3847 0.0892
H -3.3737 0.7015 -1.5763
H -1.5770 2.7444 -1.8846
H -2.3245 4.1516 -1.1364
H -3.2913 3.0791 -2.1495
H -4.3881 2.3368 1.3482
H -4.9830 2.6928 -0.2785
H -4.0593 3.9063 0.6100
H -1.7179 3.3382 1.2207
H -0.9332 -0.5703 1.5639
H -2.7656 -3.6834 0.6946
H -2.0884 -5.7503 1.4163
H 1.2524 -5.1330 0.5049
H 1.9410 -3.0168 -0.5757
H 1.1188 0.1186 1.1425
H 3.2645 0.9350 1.8575
```